Record 1
{"formula": "C3H9N3O2", "method": "ωB97M-V/def2-TZVPD", "symbols": ["C", "C", "N", "O", "N", "H", "H", "H", "H", "H", "H", "C", "O", "N", "H", "H", "H"], "positions_angstrom": [[-1.217, -1.213, 0.014], [-0.626, 1.042, -0.663], [-1.942, 1.334, -0.931], [0.225, 1.961, -0.845], [-0.265, -0.164, -0.228], [1.457, 1.449, -0.589], [-2.655, 0.624, -0.949], [-2.103, 2.221, -1.381], [-1.760, -1.482, -0.902], [-1.948, -0.958, 0.790], [-0.671, -2.108, 0.325], [1.637, -1.274, 1.246], [2.325, 0.874, -0.208], [1.088, -0.157, 1.084], [2.743, 1.389, 0.495], [1.850, -1.540, 2.279], [1.863, -1.998, 0.465]], "atomic_forces_ev_per_a": [[0.04, -0.05, 0.26], [0.63, 1.11, -0.04], [0.37, -0.39, 0.14], [-1.03, -0.29, -0.02], [1.80, -0.61, 0.66], [1.49, -0.65, 0.81], [0.13, 0.19, -0.01], [-0.01, -0.19, -0.01], [0.19, 0.11, 0.05], [0.02, -0.06, 0.05], [-0.11, 0.10, 0.01], [-0.56, -0.44, -0.73], [-0.25, 1.17, -1.37], [-2.71, -0.40, 0.41], [-0.18, 0.04, -0.22], [0.47, 0.40, 0.00], [-0.27, -0.03, 0.01]], "mulliken_charge": [-0.991, 0.618, -0.389, -0.732, -0.071, 0.449, 0.192, 0.250, 0.370, 0.354, 0.299, -0.392, -0.719, -0.229, 0.321, 0.292, 0.379], "energy_ev": -11818.4069, "e_above_lowest_ev": 5.652, "multiplicity": 1, "e_lumo_ha": [-0.0072, -0.0073]}


Record 2
{"formula": "C3H9N3O2", "method": "ωB97M-V/def2-TZVPD", "symbols": ["N", "N", "C", "O", "H", "H", "H", "H", "N", "C", "C", "O", "H", "H", "H", "H", "H"], "positions_angstrom": [[-0.779, 0.749, 0.309], [-1.837, 1.681, 0.118], [-0.945, -0.696, -0.460], [-1.363, -0.556, -1.627], [-0.640, 0.549, 1.298], [-2.053, 1.646, -0.877], [-2.681, 1.345, 0.590], [-1.368, -1.501, 0.184], [1.126, -1.469, 1.004], [1.075, 0.469, -0.464], [0.817, -0.931, -0.301], [1.937, 1.110, 0.331], [1.844, 2.066, 0.202], [2.108, -1.387, 1.247], [0.857, -2.443, 1.062], [0.852, 0.900, -1.435], [1.051, -1.530, -1.182]], "atomic_forces_ev_per_a": [[0.18, -1.46, -0.63], [0.19, -0.01, 0.13], [1.22, 0.43, -0.06], [-0.07, 0.19, 0.05], [-0.04, 0.34, 0.02], [0.12, -0.16, 0.01], [0.23, -0.04, -0.05], [-0.03, 0.37, 0.23], [0.10, 0.20, -0.05], [-0.77, 0.53, 0.57], [-1.01, -0.32, -0.03], [-0.30, -0.02, -0.16], [0.16, -0.12, -0.04], [-0.09, -0.07, -0.04], [0.04, 0.10, -0.01], [-0.03, -0.01, 0.05], [0.12, 0.06, 0.00]], "mulliken_charge": [-0.116, -0.789, 0.021, -0.711, 0.325, 0.286, 0.250, 0.340, -0.613, 0.044, -0.127, -0.451, 0.379, 0.214, 0.241, 0.350, 0.357], "energy_ev": -11818.3660, "e_above_lowest_ev": 5.693, "multiplicity": 1, "e_lumo_ha": 0.0161}


Record 3
{"formula": "C3H9N3O2", "method": "ωB97M-V/def2-TZVPD", "symbols": ["C", "C", "N", "N", "N", "C", "O", "O", "H", "H", "H", "H", "H", "H", "H", "H", "H"], "positions_angstrom": [[-2.749, 0.093, 0.602], [2.527, 0.938, -1.048], [-1.457, -0.206, 1.194], [-0.470, -0.125, 0.218], [1.307, 0.194, -1.325], [0.655, -0.660, 0.281], [-1.553, -1.533, 1.749], [1.533, -1.334, 0.699], [-0.969, -1.525, 2.520], [0.418, 0.779, -1.407], [1.454, -0.535, -2.014], [-3.034, -0.635, -0.164], [-2.687, 1.088, 0.170], [-3.487, 0.082, 1.400], [2.290, 1.758, -0.372], [3.235, 0.274, -0.550], [2.986, 1.348, -1.953]], "atomic_forces_ev_per_a": [[0.04, -0.28, 0.08], [0.07, 0.16, -0.13], [0.39, -0.21, 1.17], [-0.98, 0.42, -0.52], [-1.26, 0.90, 0.37], [0.26, 0.10, -0.39], [-0.05, 0.05, -0.42], [0.14, -0.34, 0.55], [-0.08, 0.21, -0.12], [1.84, -1.24, -0.46], [-0.41, 0.28, -0.15], [0.05, 0.00, -0.05], [-0.01, -0.01, -0.03], [0.02, 0.03, -0.02], [0.03, -0.02, 0.01], [-0.02, 0.00, -0.01], [-0.03, -0.04, 0.11]], "mulliken_charge": [-0.705, -0.797, -0.228, -0.126, -0.431, 0.602, -0.443, -0.543, 0.332, 0.338, 0.240, 0.295, 0.282, 0.276, 0.288, 0.322, 0.300], "energy_ev": -11818.8262, "e_above_lowest_ev": 5.233, "multiplicity": 1, "e_lumo_ha": 0.0291}


Record 4
{"formula": "C3H9N3S", "method": "ωB97M-V/def2-TZVPD", "symbols": ["C", "C", "C", "H", "H", "H", "H", "H", "H", "H", "H", "H", "N", "N", "N", "S"], "positions_angstrom": [[0.484, -1.870, 2.108], [-0.585, -0.914, 1.533], [-0.137, 0.298, -1.616], [-0.172, -2.720, 2.316], [0.982, -1.557, 3.047], [1.361, -2.025, 1.344], [-1.094, -1.145, 0.545], [-1.497, -1.019, 2.200], [1.704, 0.777, -0.523], [0.600, -0.511, -3.203], [1.907, 0.467, -2.189], [-2.049, -0.117, -2.300], [0.636, 0.724, -0.445], [0.780, 0.505, -2.576], [-1.353, 0.060, -1.516], [-0.047, 0.859, 1.148]], "atomic_forces_ev_per_a": [[0.78, 0.43, -1.69], [-0.82, 0.68, -0.55], [1.92, 2.37, 4.10], [1.00, -0.71, -0.09], [-0.66, 0.19, -0.48], [-1.85, -0.22, 1.35], [1.25, -0.46, 0.93], [1.08, 1.15, -0.34], [-2.63, -0.37, 0.50], [1.29, 3.99, 1.51], [-4.52, -0.10, -1.70], [2.12, 0.38, 1.02], [-0.17, -0.56, 1.78], [3.60, -5.11, -5.10], [-2.29, -0.79, -0.87], [-0.09, -0.87, -0.38]], "mulliken_charge": [-0.801, -0.514, 0.596, 0.292, 0.257, 0.222, 0.261, 0.340, 0.176, 0.302, 0.323, 0.218, -0.345, -0.574, -0.628, -0.124], "energy_ev": -18559.5833, "e_above_lowest_ev": 3.096, "multiplicity": 1, "e_lumo_ha": 0.0138, "smiles": "[H]/N=C(\\N)NSCC"}


Record 5
{"formula": "C3H9N4", "method": "ωB97M-V/def2-TZVPD", "symbols": ["C", "C", "C", "N", "N", "N", "N", "H", "H", "H", "H", "H", "H", "H", "H", "H"], "positions_angstrom": [[-0.143, -0.368, -0.156], [1.106, 1.831, 0.060], [-2.357, -1.020, -0.528], [2.225, -1.355, 0.790], [2.144, -0.141, 0.811], [0.984, 0.422, 0.188], [-1.326, -0.011, -0.531], [-0.183, -1.447, 0.362], [0.611, 2.341, 0.807], [2.187, 1.985, 0.225], [0.873, 2.211, -0.925], [-3.168, -0.576, 0.044], [-1.820, -1.918, -0.156], [-2.575, -1.239, -1.558], [3.017, -1.673, 1.322], [-1.574, 0.958, -0.753]], "atomic_forces_ev_per_a": [[2.73, -0.50, 4.19], [2.22, 0.05, -1.28], [0.54, -0.35, -0.23], [-1.67, 0.14, -0.64], [0.13, -0.36, 0.31], [-2.78, -3.38, -1.37], [1.17, 1.41, -0.32], [1.08, 2.39, -1.78], [-1.36, 1.11, 1.55], [-0.53, 0.36, -0.19], [-0.23, -0.07, -0.28], [-0.31, -0.89, 0.01], [-1.34, 0.37, 0.27], [-0.79, -0.03, -0.36], [0.82, 0.23, 0.24], [0.32, -0.47, -0.11]], "mulliken_charge": [0.135, -0.977, -0.681, -0.560, -0.101, 0.489, -0.098, 0.220, 0.375, 0.341, 0.371, 0.315, 0.278, 0.310, 0.288, 0.293], "energy_ev": -9207.9771, "e_above_lowest_ev": 3.644, "charge": 1, "multiplicity": 1, "e_lumo_ha": -0.1673, "smiles": "[H]/N=N/N(C)/C=[NH+]/C"}


Record 6
{"formula": "C3H9N4", "method": "ωB97M-V/def2-TZVPD", "symbols": ["C", "C", "C", "N", "N", "N", "N", "H", "H", "H", "H", "H", "H", "H", "H", "H"], "positions_angstrom": [[-1.787, 0.237, -0.279], [-0.965, 1.276, -0.155], [0.013, -1.292, 0.141], [-1.377, -0.953, 0.300], [0.851, -0.161, 0.572], [1.953, 0.220, -0.301], [0.220, 1.099, 0.649], [-2.736, 0.276, -0.787], [-1.106, 2.251, -0.581], [0.249, -2.151, 0.775], [0.258, -1.539, -0.913], [-2.025, -1.720, 0.314], [1.904, -0.121, -1.280], [2.871, -0.036, 0.093], [1.656, 1.288, -0.169], [0.021, 1.325, 1.624]], "atomic_forces_ev_per_a": [[0.25, 0.05, 0.14], [-0.08, -0.15, -0.19], [-0.11, -0.58, -0.47], [0.20, 0.19, 0.10], [0.40, 0.43, 0.54], [0.09, 0.29, -0.29], [-1.17, 0.67, 0.69], [-0.10, 0.02, -0.08], [-0.11, 0.13, -0.07], [-0.01, 0.10, -0.19], [-0.02, 0.08, 0.16], [0.05, -0.15, -0.02], [-0.18, 0.22, 0.41], [-0.44, 0.14, -0.05], [1.06, -1.19, -0.57], [0.17, -0.23, -0.11]], "mulliken_charge": [-0.223, -0.515, -0.443, -0.244, -0.035, -0.253, -0.397, 0.416, 0.433, 0.285, 0.341, 0.262, 0.356, 0.324, 0.438, 0.257], "energy_ev": -9207.6552, "e_above_lowest_ev": 3.966, "charge": 1, "multiplicity": 1, "e_lumo_ha": -0.1201, "smiles": "[NH3+]N1CNC=CN1"}


Record 7
{"formula": "C3H9N4", "method": "ωB97M-V/def2-TZVPD", "symbols": ["C", "C", "C", "N", "N", "N", "N", "H", "H", "H", "H", "H", "H", "H", "H", "H"], "positions_angstrom": [[-0.662, 0.308, -0.116], [-1.393, 1.520, -0.083], [-0.232, -2.052, -0.031], [4.996, 0.897, -0.098], [3.912, 0.577, 0.193], [-1.127, -0.854, -0.032], [2.807, 0.278, 0.331], [-0.813, 2.328, 0.211], [-1.851, 1.943, -0.952], [-2.285, 1.371, 0.443], [0.278, -1.922, 0.849], [-0.741, -2.966, -0.018], [0.443, -1.928, -0.867], [5.875, 0.392, 0.320], [-2.208, -0.866, 0.058], [0.393, 0.356, -0.253]], "atomic_forces_ev_per_a": [[1.59, 0.20, -1.24], [-1.40, 0.38, -0.44], [-0.67, 1.82, -1.27], [5.47, 0.48, -0.10], [-5.24, -2.53, 0.95], [-3.40, -1.11, 0.13], [2.21, 0.96, -0.10], [1.08, 1.34, 1.28], [0.23, -0.45, -1.68], [-1.25, 0.10, 1.69], [1.57, -0.20, 2.09], [-0.97, -1.07, -0.25], [0.05, -0.31, -0.22], [-2.55, 1.07, -0.78], [2.34, -0.77, -0.11], [0.96, 0.09, 0.06]], "mulliken_charge": [0.507, -1.403, -0.822, -0.689, 0.962, -0.112, -0.624, 0.369, 0.385, 0.369, 0.412, 0.323, 0.308, 0.333, 0.324, 0.359], "energy_ev": -9207.5891, "e_above_lowest_ev": 4.032, "charge": 1, "multiplicity": 1, "e_lumo_ha": -0.1575}


Record 8
{"formula": "C3H9N4", "method": "ωB97M-V/def2-TZVPD", "symbols": ["C", "C", "C", "N", "N", "N", "N", "H", "H", "H", "H", "H", "H", "H", "H", "H"], "positions_angstrom": [[1.675, -0.568, -0.186], [0.357, -1.340, 0.094], [0.187, 1.171, -0.138], [-1.881, -0.579, 0.079], [1.438, 0.782, 0.269], [-0.671, -0.338, 0.033], [-2.780, 0.325, -0.001], [2.521, -1.012, 0.335], [1.885, -0.548, -1.257], [0.171, -2.125, -0.639], [0.376, -1.781, 1.094], [-0.289, 1.939, 0.461], [0.099, 1.326, -1.211], [1.640, 0.925, 1.250], [-2.574, 1.315, -0.123], [-3.736, 0.008, 0.082]], "atomic_forces_ev_per_a": [[-0.11, -0.32, -0.21], [0.56, -0.98, 0.20], [-0.89, -1.05, 0.04], [-0.07, -1.59, 0.19], [0.33, 0.28, 0.36], [0.30, 2.93, -0.40], [0.12, 0.92, -0.09], [-0.07, 0.02, -0.10], [0.01, -0.08, 0.05], [-0.02, 0.05, 0.07], [-0.03, 0.01, -0.07], [-0.04, -0.01, 0.03], [-0.08, 0.03, -0.01], [-0.13, 0.02, -0.05], [-0.03, -0.20, 0.04], [0.16, -0.02, -0.04]], "mulliken_charge": [-0.553, -0.394, -0.593, -0.469, -0.278, 0.669, -0.272, 0.389, 0.274, 0.315, 0.299, 0.421, 0.361, 0.324, 0.233, 0.273], "energy_ev": -9208.8733, "e_above_lowest_ev": 2.748, "charge": 1, "multiplicity": 1, "e_lumo_ha": -0.1396, "smiles": "[NH2+]=NN1CCNC1"}